The following is a DFT calculation (ωB97M-V with the def2-TZVPD basis set) of a cluster of 16 separate species, C52H149N13O16 in total.

Net charge: 0
Energy relative to the best compared isomer or geometry (same formula, charge and spin): 0.0 kcal per mole
Strongest force on any atom: 3.56 eV Å⁻¹
E_HOMO: -8.56 eV
Gap between HOMO and LUMO: 8.94 eV

CARTESIAN COORDINATES (ANGSTROEM)
O (-26.63, -11.39, 4.03)
O (-23.73, -23.30, 4.79)
O (-23.28, -21.95, 1.58)
O (-19.50, -20.19, 7.07)
O (-20.50, -12.65, 3.13)
O (-27.53, -13.34, -1.44)
O (-18.30, -18.61, -0.81)
O (-31.56, -18.51, -1.28)
O (-29.17, -16.47, 4.02)
O (-29.24, -19.29, 4.51)
O (-27.95, -20.64, 0.58)
O (-25.24, -17.52, 1.94)
O (-20.29, -21.90, 1.30)
O (-21.96, -16.84, -1.63)
O (-22.47, -13.49, 7.54)
O (-25.83, -16.59, 7.52)
N (-18.16, -22.38, -1.57)
N (-23.02, -11.24, 10.40)
N (-23.72, -16.76, 5.18)
N (-27.96, -13.74, 3.22)
N (-20.55, -17.42, 5.00)
N (-25.37, -26.18, 6.32)
N (-26.13, -21.90, 2.63)
N (-24.36, -15.24, 9.48)
N (-24.10, -19.52, -0.16)
N (-23.82, -13.85, 4.27)
N (-26.78, -16.86, -2.59)
N (-30.47, -17.85, 1.67)
N (-19.30, -18.55, 1.96)
C (-19.35, -21.81, -0.92)
C (-24.73, -23.91, 5.59)
C (-20.59, -22.06, -1.75)
C (-32.34, -19.43, 1.32)
C (-20.29, -11.63, 2.25)
C (-31.47, -18.66, -2.68)
C (-20.17, -22.45, 2.63)
C (-25.22, -17.18, 3.28)
C (-27.18, -16.89, 7.10)
C (-27.56, -23.91, 2.50)
C (-18.60, -17.40, -0.14)
C (-30.90, -19.13, 1.03)
C (-28.27, -21.78, 1.33)
C (-28.06, -11.38, 4.02)
C (-26.10, -10.10, 3.75)
C (-23.33, -19.44, -2.45)
C (-19.74, -17.72, 0.83)
C (-21.39, -18.01, 7.29)
C (-30.62, -19.24, -0.48)
C (-19.38, -22.51, 0.41)
C (-26.82, -14.47, -1.92)
C (-20.03, -19.65, 5.88)
C (-28.17, -12.71, -2.56)
C (-28.40, -12.84, 4.32)
C (-23.28, -18.74, 3.90)
C (-25.52, -17.24, 8.78)
C (-23.84, -17.40, 10.56)
C (-23.80, -21.90, 4.89)
C (-20.48, -16.43, 1.28)
C (-23.08, -18.94, -1.05)
C (-24.49, -25.40, 5.45)
C (-22.22, -15.47, -1.87)
C (-19.10, -21.55, 6.87)
C (-22.11, -12.63, 8.61)
C (-26.42, -17.33, 1.29)
C (-21.72, -12.71, 3.84)
C (-23.40, -12.05, 9.30)
C (-23.83, -17.38, 3.83)
C (-27.65, -15.70, -2.36)
C (-23.05, -13.68, 1.94)
C (-20.26, -18.14, 6.25)
C (-23.09, -17.41, -0.94)
C (-21.35, -14.21, 7.06)
C (-24.67, -25.95, 4.04)
C (-24.18, -11.27, 8.27)
C (-24.23, -16.66, 9.27)
C (-27.27, -20.79, -0.65)
C (-27.02, -22.70, 1.76)
C (-22.65, -13.82, 3.33)
C (-27.77, -13.34, 5.61)
C (-17.01, -18.71, -1.27)
C (-28.67, -16.00, -1.27)
H (-22.31, -18.82, 4.36)
H (-24.71, -17.71, 11.18)
H (-27.28, -16.48, 6.10)
H (-22.73, -14.95, -1.02)
H (-26.55, -22.96, 0.83)
H (-26.27, -9.37, 4.55)
H (-32.60, -20.41, 0.95)
H (-28.25, -15.55, -3.25)
H (-23.41, -16.74, 8.53)
H (-29.38, -16.75, -1.56)
H (-21.53, -21.83, -1.28)
H (-32.63, -19.29, 2.33)
H (-22.86, -15.36, -2.75)
H (-22.16, -14.77, 3.40)
H (-27.08, -19.81, -1.08)
H (-31.04, -17.12, 1.24)
H (-16.91, -19.72, -1.67)
H (-20.96, -14.86, 7.85)
H (-22.47, -19.12, -3.07)
H (-27.97, -12.59, 6.39)
H (-30.26, -19.86, 1.51)
H (-25.01, -19.35, -0.62)
H (-19.16, -20.75, -0.75)
H (-21.45, -16.97, 5.13)
H (-18.93, -22.04, 7.82)
H (-28.18, -14.32, 5.86)
H (-28.95, -22.41, 0.77)
H (-20.98, -20.14, 5.56)
H (-25.07, -26.08, 7.30)
H (-24.10, -17.10, -1.30)
H (-19.96, -22.07, 6.37)
H (-21.02, -18.50, 8.20)
H (-23.21, -19.16, 2.89)
H (-20.91, -21.94, 3.27)
H (-29.46, -13.01, 4.39)
H (-24.56, -23.53, 6.60)
H (-19.38, -17.67, 6.73)
H (-27.81, -21.40, -1.42)
H (-20.33, -23.51, 2.66)
H (-25.02, -10.12, 3.53)
H (-23.50, -14.66, 1.64)
H (-26.13, -14.83, -1.18)
H (-23.56, -10.41, 7.95)
H (-29.69, -16.84, 3.29)
H (-17.75, -17.08, 0.47)
H (-19.32, -19.81, 5.02)
H (-26.28, -21.26, -0.44)
H (-28.98, -13.40, -2.92)
H (-31.24, -19.69, -3.00)
H (-28.68, -11.89, -2.06)
H (-27.76, -23.53, 3.51)
H (-26.14, -16.71, -3.37)
H (-23.97, -12.90, 9.74)
H (-24.66, -11.77, 7.41)
H (-22.31, -21.84, 1.42)
H (-23.54, -14.81, 9.92)
H (-23.44, -20.49, -2.59)
H (-18.15, -22.00, -2.51)
H (-28.48, -11.17, 2.95)
H (-19.97, -15.85, 2.06)
H (-24.07, -17.33, 5.90)
H (-28.32, -13.39, 2.32)
H (-17.30, -21.98, -1.18)
H (-19.90, -16.67, 4.89)
H (-21.40, -13.17, 9.26)
H (-26.69, -13.39, 5.42)
H (-25.71, -25.88, 3.72)
H (-25.02, -10.78, 8.78)
H (-16.32, -18.48, -0.46)
H (-22.44, -10.47, 10.01)
H (-23.06, -21.45, 4.26)
H (-20.64, -23.13, -2.08)
H (-32.42, -18.42, -3.19)
H (-19.65, -18.15, 2.85)
H (-30.13, -19.13, 4.88)
H (-26.97, -13.70, 3.19)
H (-29.59, -18.88, -0.62)
H (-24.02, -25.51, 3.28)
H (-26.17, -14.12, -2.73)
H (-25.82, -21.06, 2.13)
H (-29.19, -15.06, -0.98)
H (-33.02, -18.70, 0.83)
H (-23.47, -25.56, 5.86)
H (-21.49, -11.77, 8.19)
H (-27.44, -12.44, -3.36)
H (-19.58, -23.58, 0.29)
H (-23.16, -16.81, 3.17)
H (-28.85, -15.54, 3.88)
H (-25.50, -16.13, 3.40)
H (-23.53, -21.50, 5.89)
H (-20.43, -18.30, 0.17)
H (-19.60, -19.52, 1.94)
H (-24.19, -15.87, 5.25)
H (-28.47, -10.64, 4.72)
H (-18.39, -22.45, 0.89)
H (-23.61, -21.15, 1.11)
H (-25.74, -23.65, 5.23)
H (-25.46, -18.37, 8.68)
H (-22.23, -18.62, 6.98)
H (-28.50, -24.31, 2.11)
H (-30.65, -20.29, -0.75)
H (-22.29, -11.73, 3.60)
H (-21.54, -12.89, 4.88)
H (-19.31, -11.85, 1.71)
H (-27.35, -17.66, -2.78)
H (-25.91, -17.77, 3.83)
H (-16.78, -18.08, -2.17)
H (-19.15, -22.23, 2.95)
H (-23.68, -13.80, 5.30)
H (-24.35, -26.98, 4.20)
H (-26.39, -17.23, 0.20)
H (-20.78, -15.77, 0.46)
H (-26.52, -9.66, 2.81)
H (-24.63, -14.80, 8.60)
H (-18.28, -21.54, 6.20)
H (-24.74, -21.47, 4.63)
H (-21.06, -11.69, 1.45)
H (-26.34, -17.15, 9.50)
H (-26.35, -25.97, 6.26)
H (-27.37, -17.98, 7.14)
H (-21.25, -15.05, -2.06)
H (-27.82, -16.35, 7.84)
H (-24.50, -13.15, 3.99)
H (-28.70, -18.58, 4.87)
H (-24.15, -18.90, -2.96)
H (-27.13, -18.16, 1.49)
H (-26.75, -24.63, 2.63)
H (-25.27, -22.38, 2.73)
H (-24.11, -19.08, 0.74)
H (-28.77, -21.46, 2.23)
H (-23.81, -10.92, 10.96)
H (-30.84, -17.92, -3.19)
H (-21.63, -14.81, 6.19)
H (-20.58, -21.47, -2.68)
H (-23.67, -12.81, 1.64)
H (-23.14, -17.06, 0.11)
H (-20.54, -13.48, 6.85)
H (-20.32, -10.69, 2.75)
H (-21.62, -16.97, 7.42)
H (-18.84, -16.60, -0.88)
H (-23.21, -18.23, 10.28)
H (-28.13, -16.25, -0.37)
H (-22.11, -19.22, -0.63)
H (-22.15, -13.59, 1.36)
H (-23.17, -16.76, 11.16)
H (-23.89, -19.45, 4.49)
H (-29.50, -17.73, 1.33)
H (-26.97, -16.41, 1.59)
H (-21.40, -16.83, 1.80)

Results of the Löwdin charge analysis, in e, for atoms 1 through 99: atom 1 (O): -0.2234, atom 2 (O): -0.1750, atom 3 (O): -0.0825, atom 4 (O): -0.2036, atom 5 (O): -0.1960, atom 6 (O): -0.2024, atom 7 (O): -0.2108, atom 8 (O): -0.1898, atom 9 (O): -0.1146, atom 10 (O): -0.0761, atom 11 (O): -0.2214, atom 12 (O): -0.1845, atom 13 (O): -0.2297, atom 14 (O): -0.1867, atom 15 (O): -0.2267, atom 16 (O): -0.2264, atom 17 (N): 0.0333, atom 18 (N): 0.0215, atom 19 (N): 0.0840, atom 20 (N): 0.0494, atom 21 (N): 0.0422, atom 22 (N): 0.0197, atom 23 (N): 0.0773, atom 24 (N): 0.0408, atom 25 (N): 0.0654, atom 26 (N): 0.0685, atom 27 (N): 0.0481, atom 28 (N): 0.0555, atom 29 (N): 0.0700, atom 30 (C): -0.4364, atom 31 (C): -0.2086, atom 32 (C): -0.0450, atom 33 (C): -0.0563, atom 34 (C): -0.1487, atom 35 (C): -0.1203, atom 36 (C): -0.0726, atom 37 (C): -0.1911, atom 38 (C): -0.0805, atom 39 (C): -0.0566, atom 40 (C): -0.2008, atom 41 (C): -0.4043, atom 42 (C): -0.1784, atom 43 (C): -0.1908, atom 44 (C): -0.1085, atom 45 (C): -0.0513, atom 46 (C): -0.4016, atom 47 (C): -0.0619, atom 48 (C): -0.1831, atom 49 (C): -0.2095, atom 50 (C): -0.2094, atom 51 (C): -0.2063, atom 52 (C): -0.0934, atom 53 (C): -0.4198, atom 54 (C): -0.0506, atom 55 (C): -0.2081, atom 56 (C): -0.0484, atom 57 (C): -0.1652, atom 58 (C): -0.0469, atom 59 (C): -0.4074, atom 60 (C): -0.4433, atom 61 (C): -0.1141, atom 62 (C): -0.0917, atom 63 (C): -0.1941, atom 64 (C): -0.1394, atom 65 (C): -0.1693, atom 66 (C): -0.4721, atom 67 (C): -0.3991, atom 68 (C): -0.4258, atom 69 (C): -0.0691, atom 70 (C): -0.3855, atom 71 (C): -0.1999, atom 72 (C): -0.1146, atom 73 (C): -0.0521, atom 74 (C): -0.0687, atom 75 (C): -0.4632, atom 76 (C): -0.1132, atom 77 (C): -0.3967, atom 78 (C): -0.4280, atom 79 (C): -0.0441, atom 80 (C): -0.1388, atom 81 (C): -0.0372, atom 82 (H): 0.0472, atom 83 (H): 0.0891, atom 84 (H): 0.0574, atom 85 (H): 0.0859, atom 86 (H): 0.1128, atom 87 (H): 0.0858, atom 88 (H): 0.0817, atom 89 (H): 0.1217, atom 90 (H): 0.1129, atom 91 (H): 0.0533, atom 92 (H): 0.0556, atom 93 (H): 0.0583, atom 94 (H): 0.0851, atom 95 (H): 0.1071, atom 96 (H): 0.0621, atom 97 (H): 0.0837, atom 98 (H): 0.0694, atom 99 (H): 0.0843